Entry 1:
This record from OMol25 describes a molecular structure, C27H31NO4S4Sn. The level of theory is ωB97M-V/def2-TZVPD.

Computed properties:
HOMO level, eV: -6.4490
Kohn-Sham gap, eV: 6.9
Relative energy (zero: lowest compared OMol25 entry of this formula, charge and spin), kJ/mol: 95.8
E, eV: -87353.735

The geometry in XYZ format:
```
68
Properties=species:S:1:pos:R:3:lowdin_charge:R:1
Sn -0.84 -0.09 -0.42 0.86
S -2.58 0.79 1.35 0.55
C -3.62 -0.55 1.73 -0.69
C -4.96 -0.24 1.97 -0.13
C -5.89 -1.21 2.22 -0.09
C -5.51 -2.55 2.29 -0.10
C -4.18 -2.87 2.10 -0.13
C -3.24 -1.89 1.81 -0.54
S -1.61 -2.48 1.37 0.87
C -0.63 -2.31 2.90 -0.36
C 0.06 -1.02 3.21 -0.32
C 0.59 -0.88 4.49 -0.02
C 1.25 0.28 4.83 -0.05
C 1.29 1.31 3.90 -0.01
C 0.69 1.12 2.66 -0.36
C 0.54 2.26 1.72 -0.35
S 1.02 1.82 0.01 0.89
C 0.39 3.24 -0.87 -0.51
C 1.16 4.39 -0.78 -0.13
C 0.79 5.55 -1.43 -0.10
C -0.39 5.55 -2.17 -0.09
C -1.15 4.42 -2.26 -0.12
C -0.79 3.21 -1.63 -0.68
S -1.82 1.85 -1.87 0.54
N 0.15 -0.05 2.31 0.06
H -5.24 0.80 1.90 0.09
H -6.93 -0.94 2.34 0.10
H -6.24 -3.32 2.48 0.10
H -3.86 -3.90 2.13 0.10
H 0.12 -3.10 2.80 0.08
H -1.29 -2.57 3.73 0.09
H 0.48 -1.68 5.20 0.12
H 1.71 0.39 5.80 0.11
H 1.76 2.26 4.14 0.11
H 1.15 3.11 2.02 0.09
H -0.51 2.56 1.69 0.07
H 2.07 4.35 -0.21 0.10
H 1.42 6.42 -1.38 0.10
H -0.69 6.45 -2.69 0.10
H -2.07 4.41 -2.83 0.09
C 3.41 -0.54 -0.64 -0.19
C 2.82 -1.47 0.46 -0.17
O 1.64 -2.11 0.09 -0.20
C 1.80 -3.12 -0.87 -0.18
C 0.44 -3.43 -1.48 -0.19
O -0.12 -2.34 -2.16 -0.25
C 0.39 -2.08 -3.45 -0.18
C -0.14 -0.71 -3.87 -0.20
O 0.48 0.37 -3.22 -0.24
C 1.76 0.73 -3.68 -0.16
C 2.78 0.69 -2.53 -0.20
O 2.51 -0.42 -1.71 -0.20
H 4.37 -0.93 -1.00 0.13
H 3.59 0.45 -0.20 0.10
H 2.57 -0.88 1.34 0.11
H 3.58 -2.22 0.74 0.13
H 2.21 -4.03 -0.40 0.14
H 2.49 -2.79 -1.65 0.12
H -0.26 -3.65 -0.67 0.08
H 0.53 -4.31 -2.14 0.13
H 0.03 -2.84 -4.15 0.13
H 1.49 -2.07 -3.46 0.12
H -1.19 -0.64 -3.56 0.11
H -0.08 -0.60 -4.96 0.13
H 1.72 1.76 -4.06 0.14
H 2.08 0.06 -4.48 0.13
H 2.69 1.61 -1.94 0.08
H 3.80 0.63 -2.94 0.14
```

---

Entry 2:
This record from OMol25 describes C27H31NO8 in the gas phase in a non-equilibrium geometry. The level of theory is ωB97M-V/def2-TZVPD.

Computed properties:
SMILES string: COc1cc([C@H](CC(=O)N2CCCC2)c2c(OC)cc(OC)c3ccc(=O)oc23)cc(OC)c1OC
HOMO level, eV: -7.8690
Kohn-Sham gap, eV: 8.4
Relative energy (zero: lowest compared OMol25 entry of this formula, charge and spin), kJ/mol: 13.4
E, eV: -46370.895

The geometry in XYZ format:
```
67
Properties=species:S:1:pos:R:3:lowdin_charge:R:1
C 3.68 2.73 2.58 -0.06
O 3.30 1.37 2.60 -0.10
C 3.02 0.83 1.36 -0.20
C 1.74 0.34 1.15 0.05
C 1.39 -0.22 -0.08 -0.17
C 2.34 -0.27 -1.07 0.05
C 3.64 0.19 -0.88 -0.18
C 4.00 0.73 0.36 -0.14
O 5.30 1.16 0.61 -0.14
C 5.99 0.36 1.55 -0.06
H 6.13 -0.66 1.17 0.10
H 5.48 0.32 2.51 0.09
H 6.97 0.83 1.68 0.09
O 4.45 0.04 -1.96 -0.06
C 5.64 0.80 -2.07 -0.07
H 5.92 0.74 -3.12 0.09
H 6.44 0.39 -1.46 0.09
H 5.47 1.84 -1.80 0.10
H 2.11 -0.66 -2.05 0.12
C -0.04 -0.69 -0.25 -0.18
C -1.01 0.39 0.19 -0.06
C -0.84 1.72 -0.19 -0.11
C -1.76 2.71 0.17 -0.06
C -2.91 2.35 0.90 -0.20
C -3.10 1.03 1.26 0.06
C -2.16 0.05 0.91 -0.20
O -2.29 -1.26 1.25 -0.08
C -3.46 -1.69 1.89 -0.07
H -3.35 -2.76 2.01 0.09
H -4.35 -1.47 1.29 0.10
H -3.57 -1.23 2.88 0.10
H -3.98 0.74 1.82 0.09
O -3.76 3.36 1.21 -0.07
C -4.95 3.06 1.90 -0.07
H -5.48 4.01 2.00 0.10
H -5.57 2.36 1.33 0.10
H -4.75 2.65 2.89 0.10
C -1.49 4.06 -0.23 0.03
C -0.36 4.34 -0.92 0.03
C 0.58 3.30 -1.29 -0.44
O 1.61 3.47 -1.89 0.11
O 0.26 2.02 -0.92 0.13
H -0.11 5.34 -1.24 0.12
H -2.20 4.82 0.04 0.12
C -0.40 -1.10 -1.69 -0.04
C -1.84 -1.56 -1.75 -0.46
O -2.77 -0.80 -1.94 0.07
N -2.06 -2.88 -1.55 -0.04
C -1.08 -3.92 -1.31 -0.15
C -1.92 -5.15 -0.97 -0.16
H -1.41 -6.08 -1.22 0.11
C -3.19 -4.92 -1.77 -0.16
C -3.41 -3.42 -1.63 -0.14
H -3.94 -2.96 -2.47 0.13
H -3.95 -3.18 -0.71 0.12
H -4.04 -5.50 -1.40 0.11
H -3.03 -5.18 -2.82 0.11
H -2.15 -5.16 0.10 0.11
H -0.40 -3.65 -0.50 0.12
H -0.49 -4.10 -2.22 0.13
H -0.30 -0.22 -2.33 0.14
H 0.27 -1.88 -2.04 0.11
H -0.20 -1.55 0.41 0.15
H 1.02 0.42 1.95 0.14
H 3.87 3.00 3.62 0.09
H 4.58 2.90 1.98 0.09
H 2.87 3.35 2.18 0.10
```

---

Entry 3:
This record from OMol25 describes a molecular structure, C27H32AuN5S3SeSi. The level of theory is ωB97M-V/def2-TZVPD.

Computed properties:
HOMO level, eV: -13.2152
Kohn-Sham gap, eV: 6.1
Relative energy (zero: lowest compared OMol25 entry of this formula, charge and spin), kJ/mol: 0.0
Net charge: +2
E, eV: -145378.038

The geometry in XYZ format:
```
70
Properties=species:S:1:pos:R:3:lowdin_charge:R:1
Au 0.29 -0.50 -0.17 1.08
Se -4.44 -3.50 5.04 1.24
N -2.83 -2.76 5.13 -0.20
C -2.48 -2.46 3.91 -0.34
C -1.20 -1.85 3.57 -0.06
C -0.20 -1.58 4.51 0.07
C 0.99 -1.04 4.09 0.02
C 1.17 -0.77 2.74 -0.10
N 0.22 -1.02 1.84 -0.01
C -0.96 -1.55 2.24 -0.12
C -1.92 -1.86 1.19 -0.13
N -1.57 -1.54 -0.08 -0.01
C -2.35 -1.93 -1.07 -0.13
C -3.55 -2.61 -0.86 0.00
C -3.95 -2.87 0.42 0.06
C -3.12 -2.50 1.48 -0.06
C -3.42 -2.79 2.88 -0.34
N -4.53 -3.35 3.27 -0.20
H -0.38 -1.81 5.55 0.14
H 1.79 -0.82 4.78 0.13
H 2.09 -0.35 2.36 0.10
H -2.01 -1.71 -2.07 0.08
H -4.14 -2.90 -1.72 0.13
H -4.88 -3.38 0.63 0.14
C -1.90 1.04 -3.71 -0.49
C -0.68 0.15 -3.61 -0.45
S 0.61 0.36 -2.34 0.92
C 0.80 2.16 -2.11 -0.42
C -0.29 3.02 -1.48 -0.46
S -1.19 2.29 -0.09 0.85
C -2.91 2.77 -0.44 -0.51
C -3.45 2.49 -1.83 -0.51
S -3.18 0.82 -2.45 0.91
H -2.35 0.82 -4.68 0.09
H -1.61 2.09 -3.75 0.07
H -0.08 0.28 -4.52 0.10
H -0.93 -0.91 -3.58 0.07
H 1.03 2.52 -3.11 0.11
H 1.72 2.22 -1.53 0.05
H -1.02 3.32 -2.22 0.05
H 0.21 3.93 -1.14 0.10
H -3.04 3.82 -0.20 0.09
H -3.48 2.20 0.30 0.08
H -3.06 3.20 -2.57 0.08
H -4.53 2.65 -1.81 0.09
C 3.45 -2.37 1.17 -0.17
Si 3.25 -1.41 -0.41 0.40
C 2.37 -2.51 -1.64 -0.20
C 4.93 -1.00 -1.08 -0.16
N 2.23 0.05 -0.16 -0.26
C 2.59 1.30 0.39 -0.40
C 1.79 2.00 1.30 -0.12
C 2.17 3.25 1.78 -0.06
C 3.37 3.83 1.38 -0.07
C 4.17 3.14 0.48 -0.05
C 3.78 1.91 -0.03 -0.04
H 4.11 -3.22 0.97 0.05
H 2.51 -2.79 1.55 0.02
H 3.92 -1.79 1.97 0.04
H 2.98 -3.40 -1.75 0.05
H 2.28 -2.06 -2.63 0.02
H 1.38 -2.86 -1.32 0.01
H 5.41 -1.95 -1.32 0.05
H 5.57 -0.50 -0.35 0.05
H 4.90 -0.41 -1.99 0.04
H 0.85 1.59 1.63 0.05
H 1.52 3.77 2.47 0.12
H 3.67 4.79 1.76 0.11
H 5.10 3.58 0.14 0.12
H 4.40 1.43 -0.77 0.09
```